# 1
DFT (ωB97M-V with the def2-TZVPD basis set) results for a cluster of 2 separate species, C8H9O5P in total.

Calculated values
Kohn-Sham gap (alpha / beta)	3.157 / 7.092	eV
multiplicity	3
LUMO (alpha / beta)	6.371 / 5.719	eV
net charge	-2
energy above the lowest of the compared OMol25 structures with the same formula, charge and spin	0.0	kcal/mol

Each line ends with the Mulliken spin population.
Geometry (Å):
C -2.6654 1.1513 0.3447  -0.0427
C -1.6267 1.8787 -0.3036  0.0769
C -2.4193 -0.0778 0.8138  -0.1693
C -0.3013 1.4266 -0.2335  0.2074
C -1.0769 -0.5709 0.8742  0.8199
C 0.0142 0.2313 0.3992  0.7791
C 1.8639 -1.8544 -0.9739  0.0962
C 2.0575 -0.5769 0.9146  0.1189
O 4.4022 -0.0514 -0.3370  0.0329
O 3.2379 1.7567 1.0904  0.0075
O 2.4608 1.2752 -1.3599  0.0012
O 2.1549 -0.3594 2.1206  0.1448
O 1.9039 -1.8523 0.4116  -0.0212
P 3.1275 0.6661 -0.1374  0.0407
H -3.6219 1.4787 0.1356  0.0266
H -1.8039 2.9515 -0.6920  -0.0333
H -3.1701 -0.8076 1.2125  -0.2109
H 0.5267 2.0638 -0.5103  0.0212
H -0.6778 -1.3246 1.5357  0.1469
H 1.6809 -2.8273 -1.3000  -0.0301
H 2.8516 -1.4553 -1.3807  0.0024
H 1.1504 -1.0910 -1.1522  0.0127
H 2.6070 1.1099 1.6550  -0.0278

***

# 2
DFT (ωB97M-V with the def2-TZVPD basis set) results for a structure of composition C8H9O7Tl.

Calculated values
Kohn-Sham gap	4.315	eV
LUMO	-2.857	eV

Each line ends with the Mulliken charge.
Geometry (Å):
Tl -8.5335 -8.0596 10.8607  1.5478
C -11.3267 -5.7943 12.7972  -0.7144
C -10.2044 -6.3226 12.1595  0.5605
C -9.8830 -5.7654 10.7793  0.9309
O -8.8203 -6.1063 10.2575  -0.7321
C -10.8378 -4.9204 10.0734  -0.8303
C -11.9854 -4.6093 10.6899  0.5221
C -12.2603 -5.0699 12.1225  0.3248
O -13.3282 -4.7346 12.7715  -0.6394
O -12.8789 -3.9818 10.0010  -0.6792
O -9.4245 -7.1718 12.5715  -0.7708
H -11.5314 -6.0559 13.8248  0.4084
H -10.7183 -4.6502 9.0346  0.4118
O -9.5654 -8.0520 9.0271  -0.7228
H -9.6998 -8.8558 8.4883  0.2334
C -6.0449 -9.8896 11.0970  -0.6719
C -6.1703 -9.8058 9.5913  -0.2503
O -7.2393 -8.9324 9.2449  -0.5113
O -6.2205 -8.7292 11.9422  -0.5686
H -5.0834 -10.3839 11.2361  0.4543
H -6.7795 -10.6101 11.4568  0.3451
H -6.4968 -10.7193 9.0942  0.3097
H -5.2369 -9.6070 9.0648  0.3563
H -7.2108 -8.6297 8.3343  0.3413
H -5.5531 -8.7465 12.6321  0.3445

***

# 3
DFT (ωB97M-V with the def2-TZVPD basis set) results for a cluster of 13 separate species, C90H200F18N10P3 in total.

Calculated values
Kohn-Sham gap	10.907	eV
LUMO	-9.326	eV
net charge	+7

Each line ends with the Mulliken charge.
Geometry (Å):
C 13.5670 24.7849 19.4924  -1.3948
C 15.0055 25.0660 19.5677  0.1645
C 15.3641 25.5511 20.9945  -0.6295
N 16.7977 26.1309 21.1333  0.6767
C 16.9432 26.6046 22.5756  0.1333
C 18.3087 27.1509 22.7588  -1.2863
C 19.4127 26.1251 22.4579  -0.4405
C 19.1772 25.4152 21.0916  -0.7879
C 17.7006 25.0215 20.8479  -0.7406
C 16.9130 27.2986 20.1775  -1.2660
H 13.0073 25.5634 19.9909  0.4224
H 13.2866 23.8315 20.0037  0.1700
H 13.1888 24.7513 18.4397  0.3605
H 15.3759 25.7343 18.8105  0.1197
H 15.5627 24.1440 19.4724  0.1841
H 15.2289 24.7179 21.6560  -0.1543
H 14.6956 26.3180 21.4275  0.6575
H 16.8475 25.7022 23.2123  -0.2867
H 16.0523 27.2067 22.8135  0.6475
H 18.4919 27.3534 23.8065  0.5020
H 18.3771 28.0847 22.1467  0.3119
H 19.3894 25.3780 23.2738  0.1827
H 20.3217 26.7269 22.4549  0.4743
H 19.8478 24.5708 21.0038  0.2235
H 19.4769 26.1222 20.3370  0.3808
H 17.4013 24.1227 21.3198  0.4660
H 17.5677 24.8563 19.7944  0.4600
H 16.8656 26.9149 19.1696  0.4121
H 17.8726 27.7403 20.3244  0.6381
H 16.1420 28.0193 20.4468  0.2488
C 20.4020 20.4982 20.2951  -1.1377
C 20.7029 21.2273 21.6727  1.0608
C 21.9594 20.7798 22.2566  -0.6041
N 22.3517 21.4767 23.5958  0.4014
C 23.5599 20.7362 24.2429  -0.3987
C 24.1560 21.5634 25.3970  -0.6161
C 24.6175 22.9533 25.0395  -0.7638
C 23.4061 23.6685 24.4034  -0.5646
C 22.8388 22.8941 23.2800  -0.4161
C 21.2020 21.5146 24.4618  -1.1858
H 21.0943 20.7691 19.5317  0.5195
H 19.4196 20.8058 20.0129  0.1841
H 20.3944 19.4309 20.3781  0.0388
H 19.8317 20.9847 22.3367  0.2332
H 20.6845 22.3220 21.4293  -0.4821
H 22.8335 20.9361 21.5421  0.3212
H 21.9191 19.6735 22.4635  0.0921
H 24.2523 20.6307 23.4047  0.4118
H 23.1294 19.8068 24.5489  0.4010
H 24.9439 20.9738 25.9151  0.4309
H 23.3381 21.6752 26.1056  0.2274
H 25.3967 22.8386 24.2277  0.2922
H 25.0323 23.4551 25.8812  0.4445
H 23.7336 24.6534 23.9400  0.3634
H 22.6519 23.9138 25.1527  0.2868
H 23.5640 22.8205 22.4583  0.3987
H 21.9131 23.2040 22.8273  0.1507
H 21.4465 22.0286 25.3621  0.6921
H 20.8645 20.4493 24.6463  0.0267
H 20.4064 22.0400 23.9213  0.3082
C 18.5090 18.4044 13.6955  -1.3938
C 18.8143 18.8686 12.2718  -0.3728
C 20.1798 19.6339 12.2481  -0.9530
N 20.7773 19.9416 10.8908  0.2144
C 19.9617 20.7925 9.9875  -0.6079
C 19.6258 22.1185 10.7174  -0.4972
C 20.8617 22.9334 11.0988  -0.6733
C 21.9201 22.0736 11.7685  -0.5156
C 22.0979 20.7610 11.0889  -0.6982
C 21.1433 18.6559 10.3220  -0.9386
H 18.7267 19.2101 14.4106  0.3444
H 19.1223 17.5582 13.9356  0.3431
H 17.4597 18.0876 13.7996  0.3702
H 17.9711 19.4480 11.8835  0.3519
H 18.7908 18.0296 11.6076  0.3361
H 21.0270 19.1222 12.7649  0.3595
H 20.0714 20.5563 12.7990  0.5184
H 18.9942 20.3247 9.7456  0.4094
H 20.5243 21.0428 9.0773  0.4615
H 19.0671 21.8737 11.6314  0.2393
H 18.8834 22.7063 10.0877  0.3957
H 20.5241 23.6908 11.7846  0.3206
H 21.2502 23.4244 10.2075  0.3512
H 21.6594 21.8717 12.7853  0.2542
H 22.8867 22.5256 11.6725  0.4088
H 22.8650 20.1575 11.6160  0.3889
H 22.5336 20.9208 10.0809  0.4385
H 21.8231 18.1068 10.9595  0.3981
H 21.5590 18.6750 9.3084  0.3950
H 20.2021 18.0787 10.1337  0.3520
C 14.1710 16.2797 23.7114  -1.3942
C 13.4848 17.5358 24.4442  0.1944
C 12.8793 18.4073 23.3473  -0.7541
N 12.1057 19.6275 23.7981  0.5257
C 11.8821 20.4730 22.5712  -0.6677
C 10.9773 21.6730 22.7760  -0.2000
C 9.6664 21.3676 23.5389  -0.9369
C 9.9840 20.5378 24.7445  -0.6092
C 10.7683 19.3499 24.4880  -0.5193
C 13.0135 20.3992 24.7540  -1.5075
H 13.3402 15.6120 23.4163  0.2635
H 14.7527 15.7677 24.4575  0.4585
H 14.8216 16.6758 22.9350  0.4019
H 14.2673 18.0671 25.0163  -0.1036
H 12.7007 17.1348 25.1016  0.2912
H 12.1952 17.8882 22.7286  0.9396
H 13.7356 18.7412 22.7426  -0.0352
H 11.4220 19.7680 21.8809  0.5402
H 12.8529 20.7003 22.1329  0.3506
H 10.6916 22.0611 21.8056  0.5686
H 11.5564 22.4339 23.3869  -0.1601
H 8.9661 20.8656 22.8672  0.3373
H 9.2342 22.2749 23.9715  0.3713
H 9.0532 20.1348 25.1277  0.3830
H 10.5193 21.1735 25.4604  0.3437
H 10.2578 18.5784 23.8487  0.3863
H 11.1146 18.8497 25.4371  0.3790
H 12.4204 21.2558 25.1022  0.5570
H 13.8514 20.7183 24.1097  0.2378
H 13.2438 19.7316 25.5650  0.4285
C 18.7053 31.3356 13.6349  -1.3675
C 17.8499 30.0730 13.4787  -0.3314
C 16.3352 30.2973 13.2345  -0.5096
N 15.4663 29.0338 13.2293  -0.0379
C 15.4467 28.4649 14.6310  -0.5826
C 14.3560 27.4500 14.8109  -0.5284
C 12.9848 28.0263 14.4055  -0.6289
C 13.0279 28.4599 12.9834  -0.6913
C 14.0999 29.5897 12.8190  -0.4279
C 15.9447 28.1041 12.2316  -0.8648
H 18.3571 32.0056 14.4106  0.3606
H 18.6927 31.8798 12.7004  0.3593
H 19.7094 30.9902 13.8797  0.3848
H 17.9653 29.3736 14.3196  0.3036
H 18.2739 29.5172 12.6494  0.3236
H 16.0768 30.7803 12.2771  0.4598
H 15.9111 30.8632 14.0752  0.3413
H 15.2675 29.2398 15.4142  0.3118
H 16.4369 28.0953 14.8357  0.3747
H 14.3988 27.2000 15.8929  0.2286
H 14.4709 26.4950 14.3083  0.2960
H 12.7573 28.9290 15.0368  0.2693
H 12.2089 27.2835 14.5533  0.3902
H 12.1074 28.9177 12.6682  0.4092
H 13.1740 27.5684 12.3256  0.2653
H 13.8825 30.3748 13.6017  0.3534
H 14.1764 30.0692 11.8123  0.4616
H 15.9647 28.5996 11.2420  0.3735
H 15.1880 27.3194 12.1112  0.4278
H 16.9671 27.6515 12.3822  0.2738
C 10.6724 15.0095 20.3702  -1.5855
C 10.0317 13.6221 20.1497  -0.1460
C 10.1410 12.7616 21.4452  -0.6563
N 9.6671 11.2984 21.1453  0.1232
C 9.8557 10.4746 22.3958  -0.5732
C 9.3810 9.1010 22.2370  -0.7094
C 7.8657 9.0809 21.7793  -0.5561
C 7.6218 9.8194 20.4984  -0.6743
C 8.1154 11.2933 20.6854  -0.7363
C 10.5411 10.6896 19.9919  -1.0637
H 10.5899 15.6822 19.5435  0.4839
H 11.7871 14.8999 20.4722  0.3245
H 10.2685 15.4251 21.2934  0.3622
H 10.5982 13.1045 19.3655  0.2935
H 9.0136 13.7160 19.9245  0.3854
H 9.5827 13.0890 22.3333  0.3987
H 11.2298 12.6690 21.5984  0.3306
H 9.3405 10.9619 23.2289  0.3915
H 10.9192 10.5790 22.5807  0.4778
H 9.5584 8.6389 23.2065  0.3933
H 9.9570 8.5190 21.5047  0.3015
H 7.2357 9.6355 22.5239  0.2845
H 7.6589 8.0239 21.7362  0.3874
H 6.5904 9.9179 20.1705  0.4031
H 8.1630 9.3730 19.6758  0.3321
H 7.5692 11.7860 21.4525  0.4267
H 8.0350 11.8879 19.7945  0.4647
H 10.1744 11.1862 19.0874  0.4388
H 10.3957 9.6011 20.0297  0.4325
H 11.5875 10.9796 20.1577  0.2659
C 24.5533 11.9830 24.6505  -1.4116
C 23.0648 12.3236 25.1134  -0.0913
C 22.2019 11.0677 25.2287  -0.6319
N 20.7193 11.2586 25.6403  0.3492
C 20.5071 11.8022 27.0876  -0.4926
C 18.9745 12.1421 27.2855  -0.9008
C 18.4431 13.1999 26.3560  -0.2275
C 18.6405 12.5855 24.9597  -0.9386
C 20.0863 12.1957 24.6377  -0.4845
C 20.1629 9.9195 25.4723  -1.0667
H 25.0215 11.3797 25.4180  0.4052
H 25.0410 12.9368 24.4883  0.4111
H 24.5570 11.4378 23.7129  0.3384
H 22.4940 13.0255 24.5350  0.1328
H 23.0539 12.8189 26.0729  0.3261
H 22.6640 10.3949 25.9556  0.4620
H 22.1047 10.5085 24.2570  0.3511
H 21.0152 12.7407 27.1537  0.3473
H 20.8195 10.9710 27.7470  0.4035
H 18.8340 12.5058 28.2975  0.4386
H 18.4857 11.1758 27.2003  0.3658
H 19.1307 14.0139 26.3742  0.0865
H 17.3945 13.5044 26.5860  0.3669
H 18.3554 13.3331 24.1544  0.3033
H 18.0268 11.7155 24.7947  0.5341
H 20.7044 13.0730 24.5387  0.2723
H 20.0826 11.7370 23.6371  0.1901
H 20.2860 9.2525 26.3410  0.3208
H 20.4706 9.5487 24.5203  0.3497
H 19.1073 10.0609 25.4383  0.5261
C 18.3017 15.6539 19.3603  -1.5575
C 19.7429 15.5670 19.8872  1.0433
C 20.7089 15.4028 18.6955  -1.0293
N 22.1916 15.3649 19.0779  0.5277
C 22.4206 14.2937 20.1231  -0.3812
C 23.9005 14.0192 20.3742  -0.6031
C 24.7834 13.8688 19.0960  -0.8642
C 24.5388 15.0269 18.1640  -0.6975
C 23.0226 15.0970 17.8562  -0.5907
C 22.5813 16.7024 19.6906  -1.0496
H 17.6072 15.8653 20.1903  0.3072
H 17.9517 14.7027 18.9412  0.4471
H 18.1606 16.4671 18.6132  0.3529
H 19.7372 14.7077 20.5781  0.1571
H 19.9860 16.5062 20.4839  -0.4059
H 20.5446 16.2751 18.0767  0.4039
H 20.4311 14.4749 18.1265  0.3015
H 21.9616 13.3595 19.7553  0.4439
H 21.8641 14.5615 21.0536  0.0876
H 23.8792 13.0886 20.9534  0.4384
H 24.2922 14.8526 20.9644  0.3099
H 24.6528 12.9311 18.5437  0.3588
H 25.8589 13.8014 19.3499  0.4115
H 25.0087 14.9696 17.1700  0.4225
H 24.8247 15.9707 18.5892  0.3196
H 22.5780 14.2160 17.3978  0.4342
H 22.8415 15.9771 17.2457  0.4639
H 22.2170 17.5157 19.0627  0.2543
H 23.6724 16.7823 19.7707  0.4370
H 22.1723 16.8817 20.6494  0.2773
C 16.0185 19.1103 32.3849  -1.5774
C 15.5940 20.0002 31.2654  -0.3136
C 16.7880 20.4654 30.4328  -0.7518
N 16.4912 21.1310 29.0930  0.5713
C 17.6425 22.0188 28.6353  -1.0846
C 17.4522 22.6025 27.2455  -0.3180
C 17.3241 21.5090 26.2081  -0.1106
C 16.1499 20.5569 26.6222  0.6465
C 16.3366 20.1023 28.0653  -1.6493
C 15.2108 22.0470 29.1483  -0.9633
H 16.8910 19.4773 32.9509  0.3549
H 16.4273 18.1981 32.0239  0.4012
H 15.2296 18.8408 33.0655  0.4050
H 15.0043 20.8370 31.6208  0.3841
H 14.8937 19.4587 30.6543  0.3476
H 17.4622 19.6562 30.1685  0.3501
H 17.3356 21.1313 31.0911  0.5549
H 18.5650 21.4517 28.8304  0.4521
H 17.6907 22.8293 29.3516  0.5230
H 18.3210 23.2315 27.1081  0.5020
H 16.6169 23.2701 27.2624  0.0646
H 18.2190 20.8870 26.0952  0.4822
H 17.1457 21.9207 25.2333  -0.1598
H 16.0932 19.6139 26.0483  0.4155
H 15.2168 21.0931 26.5496  -0.2993
H 17.2476 19.4759 28.0413  0.3453
H 15.5731 19.4403 28.4614  0.6591
H 15.1193 22.4789 28.1656  0.2912
H 15.3605 22.8566 29.8590  0.3293
H 14.3858 21.4221 29.5039  0.4089
C 10.7971 21.0774 15.9606  -1.6560
C 10.4423 20.2259 14.7763  0.0457
C 9.4411 20.9681 13.8106  -0.8189
N 8.6012 20.1315 12.9028  0.1980
C 7.6983 21.1611 12.2994  -0.6409
C 6.8511 20.6254 11.0833  -0.6993
C 7.6406 19.8070 10.0652  -0.7658
C 8.8237 18.9920 10.6273  -0.8616
C 9.4799 19.6786 11.7610  -0.5632
C 7.7997 19.0557 13.5456  -1.0360
H 11.0945 22.0823 15.6568  0.3403
H 11.4709 20.5469 16.5500  0.5484
H 9.8841 21.2528 16.5404  0.3471
H 9.9002 19.3380 15.0874  0.2094
H 11.3534 19.9529 14.2437  0.3454
H 9.9423 21.6756 13.1414  0.3813
H 8.7276 21.5058 14.3923  0.4489
H 8.3043 22.0270 11.9642  0.4567
H 7.0047 21.4773 13.0966  0.4104
H 6.4718 21.5171 10.5161  0.3661
H 6.0283 20.1124 11.6054  0.3779
H 8.0892 20.5698 9.4421  0.3592
H 6.9863 19.2474 9.4146  0.3673
H 9.6177 18.7833 9.9080  0.4185
H 8.4752 18.0046 10.9225  0.3919
H 9.9567 20.6014 11.4113  0.3911
H 10.1140 18.9676 12.2544  0.4610
H 7.1203 19.5223 14.2643  0.2957
H 8.4301 18.3146 13.9685  0.3593
H 7.2153 18.6330 12.7355  0.5228
P 16.1070 20.0080 20.1085  1.5232
F 16.2117 19.4986 18.5808  -0.4149
F 15.2040 18.6876 20.4695  -0.4055
F 17.4666 19.2211 20.4832  -0.6047
F 15.9636 20.4838 21.6890  -0.3003
F 17.0050 21.3768 19.8346  -0.3831
F 14.7419 20.8356 19.7571  -0.4042
P 14.6758 23.8539 24.5709  1.3841
F 16.2969 23.7005 24.0267  -0.5491
F 14.6063 25.2754 23.8171  -0.2881
F 14.2018 23.1451 23.2138  -0.2850
F 13.1916 23.9278 25.0404  -0.4378
F 14.7052 22.4493 25.3340  -0.6688
F 15.3217 24.5249 25.9471  -0.4803
P 20.0228 16.9277 23.6815  1.8555
F 20.8888 15.7908 22.8893  -0.4366
F 20.2148 17.9122 22.4618  -0.9369
F 18.6358 16.3277 23.0552  -0.4721
F 19.1873 18.0743 24.4770  -0.3231
F 19.8618 15.9249 24.9354  -0.3104
F 21.4404 17.4937 24.2535  -0.4165

***

> Number 3 is which compound?

C90H200F18N10P3